[1]
# C25H38N4O2

The molecule C25H38N4O2 in a non-equilibrium geometry (ωB97M-V/def2-TZVPD, OMol25).

Properties
Structure (SMILES): CN(C(=O)CCc1nnc(CCCCc2ccccc2)o1)C1CC(C)(C)NC(C)(C)C1
Relative energy (zero: lowest compared OMol25 entry of this formula, charge and spin) (eV): 1.405
HOMO energy (eV): -8.38
Charge: 0
Kohn-Sham gap (eV): 9.2

Last column: Löwdin charge in e.
Atoms and positions in Å:
C -2.235 1.508 1.452  -0.045
N -2.166 0.246 0.747  -0.043
C -1.905 -0.929 1.353  -0.462
O -1.795 -1.977 0.735  0.036
C -1.775 -0.954 2.874  -0.079
C -0.416 -1.541 3.260  -0.083
C 0.667 -0.539 3.147  -0.327
N 0.623 0.630 2.599  0.106
N 1.834 1.205 2.782  0.111
C 2.559 0.364 3.439  -0.351
O 1.877 -0.776 3.705  0.154
C 3.962 0.525 3.884  -0.103
H 4.181 1.590 3.954  0.127
H 4.069 0.064 4.868  0.123
C 4.917 -0.150 2.888  -0.178
C 4.926 0.570 1.535  -0.191
H 4.009 1.153 1.435  0.093
H 5.766 1.265 1.487  0.112
C 5.007 -0.416 0.361  -0.154
C 3.786 -1.292 0.332  -0.250
C 3.851 -2.631 0.693  -0.056
C 2.709 -3.414 0.726  -0.076
C 1.484 -2.863 0.398  -0.088
C 1.408 -1.529 0.033  -0.082
C 2.549 -0.751 -0.001  -0.040
H 2.483 0.291 -0.281  0.117
H 0.449 -1.103 -0.215  0.079
H 0.583 -3.457 0.420  0.103
H 2.779 -4.454 1.012  0.102
H 4.808 -3.068 0.949  0.111
H 5.907 -1.027 0.456  0.114
H 5.076 0.151 -0.570  0.116
H 5.919 -0.168 3.318  0.113
H 4.593 -1.184 2.754  0.103
H -0.426 -1.914 4.288  0.130
H -0.191 -2.385 2.600  0.113
H -2.556 -1.628 3.235  0.130
H -1.903 0.020 3.333  0.099
C -2.308 0.254 -0.703  -0.266
C -3.719 0.659 -1.132  -0.059
H -4.414 -0.123 -0.825  0.123
H -4.010 1.578 -0.622  0.113
C -3.803 0.873 -2.663  -0.547
N -2.599 0.364 -3.294  0.041
H -2.691 0.384 -4.302  0.125
C -1.271 0.812 -2.896  -0.553
C -1.287 1.151 -1.398  -0.072
H -0.296 1.003 -0.970  0.122
H -1.554 2.201 -1.262  0.112
C -0.769 2.020 -3.707  -0.033
H -0.716 1.766 -4.764  0.081
H 0.226 2.304 -3.373  0.084
H -1.426 2.878 -3.594  0.065
C -0.321 -0.366 -3.160  -0.033
H -0.620 -1.232 -2.577  0.079
H 0.701 -0.104 -2.901  0.078
H -0.354 -0.642 -4.212  0.081
C -4.095 2.356 -2.974  -0.039
H -3.374 3.013 -2.494  0.066
H -5.087 2.623 -2.617  0.081
H -4.061 2.529 -4.048  0.083
C -4.958 0.036 -3.231  -0.044
H -5.076 0.220 -4.297  0.079
H -4.747 -1.020 -3.085  0.086
H -5.891 0.285 -2.733  0.083
H -2.135 -0.779 -1.018  0.138
H -3.070 1.523 2.156  0.096
H -2.391 2.304 0.731  0.082
H -1.297 1.698 1.978  0.067

***

[2]
# C25H39Br13F8N3O3

A 6-piece molecular cluster, C25H39Br13F8N3O3 overall in a non-equilibrium geometry (ωB97M-V/def2-TZVPD, OMol25).

Properties
HOMO energy (eV): -11.36
Charge: +1
Kohn-Sham gap (eV): 7.1

Last column: Löwdin charge in e.
Atoms and positions in Å:
C -1.292 -0.119 -2.310  -0.112
C -0.594 0.853 -3.279  -0.238
C 0.938 0.913 -3.085  -0.199
O 1.393 -0.240 -2.385  -0.149
C 2.537 -0.006 -1.605  -0.157
C 2.236 0.776 -0.363  -0.138
C 1.409 0.470 0.667  -0.027
C 0.675 -0.854 0.627  -0.289
C 1.573 -2.057 0.997  0.000
F -0.494 -0.868 1.345  -0.009
N 1.422 1.513 1.597  0.207
C 0.628 1.559 2.811  -0.389
F 0.710 2.773 3.374  0.185
F -0.662 1.395 2.527  0.200
C 1.017 0.532 3.927  -0.338
F 0.054 0.635 4.856  0.181
F 1.028 -0.733 3.501  0.133
C 2.364 0.808 4.659  -0.547
F 2.612 -0.274 5.403  0.175
F 3.375 0.907 3.783  0.170
F 2.311 1.841 5.472  0.216
C 2.292 2.435 1.136  -0.186
C 2.695 3.739 1.776  -0.112
O 3.201 3.557 3.083  -0.101
N 4.530 4.055 3.164  -0.086
O 4.848 4.142 4.278  -0.135
N 2.783 2.030 -0.019  -0.340
Br 4.005 2.887 -1.100  1.013
H -2.364 -0.115 -2.524  0.043
H -1.190 0.214 -1.273  0.067
H -0.966 -1.150 -2.446  0.070
H -1.059 1.826 -3.110  0.112
H -0.832 0.498 -4.280  -0.007
H 1.174 1.849 -2.560  0.111
H 1.380 0.972 -4.086  0.113
H 2.971 -0.979 -1.365  0.144
H 3.283 0.500 -2.229  0.099
H 0.397 -1.006 -0.416  0.122
H 2.524 -1.762 1.440  0.089
H 0.995 -2.724 1.636  0.052
H 1.786 -2.622 0.088  0.090
H 1.810 4.380 1.824  0.148
H 3.441 4.271 1.184  0.091
Br -1.761 -4.062 1.401  0.616
C -2.812 -2.680 2.289  -0.675
C -3.221 -3.107 3.669  -0.707
Br -4.677 -4.389 3.642  0.613
H -3.652 -2.458 1.638  0.010
H -2.161 -1.814 2.344  0.033
H -3.600 -2.258 4.233  0.063
H -2.409 -3.575 4.220  -0.012
Br -4.454 -1.317 -4.705  0.612
C -5.773 -2.361 -3.724  -0.677
C -5.810 -1.964 -2.274  -0.742
Br -4.285 -2.681 -1.293  0.651
H -5.523 -3.406 -3.878  0.056
H -6.728 -2.145 -4.197  0.033
H -6.687 -2.381 -1.788  0.035
H -5.796 -0.891 -2.131  0.016
Br 0.650 -3.416 5.310  0.642
C 0.899 -5.214 6.028  -0.672
C 0.049 -6.229 5.309  -0.684
Br -1.814 -6.137 5.859  0.637
H 0.684 -5.160 7.090  0.053
H 1.955 -5.430 5.883  0.058
H 0.369 -7.238 5.561  0.060
H 0.066 -6.103 4.231  0.047
Br -0.323 -1.590 -5.627  0.708
C -0.302 -1.161 -7.524  -0.662
C 0.662 -0.046 -7.820  -0.685
Br -0.056 1.681 -7.279  0.623
H -1.324 -0.928 -7.804  0.055
H 0.008 -2.076 -8.025  0.062
H 0.835 0.036 -8.891  0.061
H 1.612 -0.164 -7.309  0.048
Br 6.861 5.131 3.676  0.861
C 8.274 6.341 3.056  -0.648
C 9.496 5.601 2.575  -0.704
Br 10.549 4.922 4.062  0.614
H 8.490 7.016 3.878  0.051
H 7.826 6.901 2.237  0.055
H 10.165 6.265 2.032  0.056
H 9.252 4.748 1.949  0.045
Br -8.663 -0.160 -2.368  0.677
C -8.714 0.213 -4.281  -0.670
C -7.821 1.369 -4.644  -0.706
Br -8.617 3.072 -4.148  0.622
H -9.755 0.381 -4.539  0.054
H -8.367 -0.699 -4.762  0.044
H -7.685 1.418 -5.723  0.061
H -6.851 1.321 -4.159  0.038

***

Q: Among the records above, which one has the highest HOMO energy?
A: C25H38N4O2

***

Q: The lowest HOMO energy belongs to which entry?
A: C25H39Br13F8N3O3

***

Q: Which of these has the highest HOMO energy?
A: C25H38N4O2

***

Q: Kohn-Sham gap of number 2 (C25H39Br13F8N3O3)?
A: 7.1 eV